C30H47BN9O3 | ωB97M-V with the def2-TZVPD basis set

Results
Total energy, eV: -52094.9990
Net charge: +1
Orbital gap, eV: 5.0
Energy relative to the best compared isomer or geometry (same formula, charge and spin), kcal per mole: 20.1

XYZ file:
```
90
Properties=species:S:1:pos:R:3:forces:R:3
C -2.004539 1.479988 1.320119 0.0359 -0.1951 0.7915
C -2.087503 1.953698 2.766030 -0.2959 1.6988 0.3420
O -2.170647 3.146034 3.026796 0.4212 -1.7666 -0.2791
N -2.077579 0.953842 3.787311 0.3078 0.0743 -0.9993
C -0.745760 0.720173 4.370694 -0.3354 0.3261 0.6535
C -0.082179 1.964813 4.935409 0.8992 -0.1429 -0.1208
C 1.430321 1.711856 5.134617 -0.7979 0.3306 -0.2117
C 2.268150 2.118249 3.918074 0.1425 -0.7995 0.0530
C 2.779416 0.984567 3.008157 0.0598 0.4790 0.3671
N 2.956200 -0.353342 3.626211 0.0742 -0.5442 -0.8013
C 2.857281 -1.199710 2.479853 -0.2163 0.1798 1.7948
N 3.589668 -2.315124 2.274310 -0.2436 -0.7057 -0.2672
N 1.959466 -0.751946 1.669125 1.0422 0.5178 -1.6536
C 1.961378 0.742654 1.729207 -0.0370 0.5396 -0.5606
C 2.599795 1.251066 0.438022 -0.0777 0.5089 0.3661
B 2.846556 2.846642 0.469957 0.0445 0.2699 -0.1027
O 1.883155 3.699250 0.020809 0.0713 -0.2142 0.6698
O 4.031854 3.378025 0.910777 -0.1048 -0.2996 -0.1531
H -2.999601 1.224713 0.974261 -0.2105 0.1363 -0.2037
H -1.581543 2.273758 0.726012 -0.0877 0.2451 -0.3115
H -1.397629 0.579486 1.246017 0.1247 -0.1566 -0.0664
H -2.342539 0.093079 3.319915 -0.1650 -0.1817 0.2672
H -0.888517 0.041875 5.204546 -0.0550 -0.2977 0.1219
H -0.064700 0.194123 3.687724 0.0516 0.1004 -0.4013
H -0.526713 2.228121 5.882357 -0.3288 0.0768 0.2067
H -0.171505 2.820716 4.279646 -0.3294 0.1716 -0.0817
H 1.781623 2.286060 5.979689 0.0580 0.0793 0.2600
H 1.549189 0.666084 5.402911 0.3234 -0.1459 0.1817
H 1.703964 2.791234 3.279479 -0.1663 0.2680 -0.0547
H 3.135490 2.674209 4.250590 0.1815 0.0896 0.1471
H 3.783885 1.294451 2.736012 0.2169 -0.2054 -0.3931
H 2.109149 -0.632892 4.128804 0.2270 0.3117 0.7086
H 3.325363 -3.206204 2.653824 0.0916 -0.0775 0.3238
H 4.456005 -2.265129 1.766360 0.0877 0.0800 -0.0490
H 1.972838 -1.198360 0.755562 -0.4786 -0.0555 -0.0432
H 0.991152 1.223834 1.771916 -0.5871 -0.6316 0.3443
H 1.925784 1.061222 -0.394046 -0.0900 -0.2123 -0.2028
H 3.553048 0.765233 0.256433 0.2238 -0.1604 -0.0354
H 1.015927 3.331848 0.212022 -0.3840 0.1065 -0.6684
H 4.060700 3.423783 1.867345 0.3951 0.2430 0.1981
N 1.632367 -2.347876 -1.764056 0.1135 -0.0282 0.0110
C 2.639261 -3.098724 -1.197585 -0.1057 0.1290 -0.0444
C 2.939716 -4.110192 -2.065523 0.0029 -0.0129 0.0177
C 2.088410 -3.971028 -3.196007 0.0382 -0.0001 0.0383
C 1.297334 -2.878787 -2.984495 -0.0765 0.0315 0.0213
H 1.200482 -1.543419 -1.354033 -0.1169 -0.0020 -0.0068
H 3.049560 -2.850506 -0.232252 0.0137 -0.0706 -0.0385
H 3.685506 -4.870944 -1.910192 0.0098 -0.0092 -0.0111
H 2.061665 -4.605555 -4.064613 0.0118 -0.0054 -0.0138
H 0.523769 -2.435681 -3.588812 0.0059 -0.0213 -0.0381
N 0.067826 0.560715 -3.493658 -0.0772 0.1372 0.0667
C 0.487649 1.615371 -4.261264 -0.1128 -0.0661 0.0520
C -0.579470 2.048176 -4.998727 -0.0004 0.0257 0.0203
C -1.690580 1.227189 -4.662958 -0.0045 0.0249 0.0151
C -1.260604 0.322007 -3.732853 -0.0301 -0.0485 0.1049
H 0.640094 0.041336 -2.859172 0.1518 -0.0618 -0.1057
H 1.501921 1.962222 -4.216956 0.0461 0.0010 -0.0265
H -0.568143 2.863230 -5.702028 -0.0063 0.0078 -0.0084
H -2.688591 1.296280 -5.061187 -0.0013 0.0006 -0.0258
H -1.775860 -0.473927 -3.221563 0.0394 -0.1123 -0.1104
N 3.999709 2.656187 -5.150899 0.0429 -0.0522 -0.1320
C 3.380122 2.462969 -6.360046 0.0264 0.0297 0.0553
C 4.327529 2.592967 -7.337263 0.0122 -0.0113 -0.0105
C 5.566154 2.871821 -6.697490 0.0091 -0.0054 -0.0268
C 5.332776 2.904343 -5.351186 -0.0349 -0.0056 0.0591
H 3.552094 2.627253 -4.256984 0.0034 0.0696 0.0656
H 2.326705 2.252338 -6.423689 -0.0096 -0.0067 -0.0165
H 4.154207 2.498906 -8.395564 -0.0015 -0.0007 -0.0131
H 6.518123 3.031635 -7.174086 0.0087 0.0026 -0.0081
H 5.995054 3.082944 -4.521815 0.0154 0.0194 -0.0060
N -4.361054 -0.403031 -1.726901 -0.0131 -0.0128 0.0603
C -5.543230 -0.576824 -2.393003 0.0467 -0.0282 0.0133
C -6.478616 -1.000459 -1.487942 0.0031 0.0183 -0.0157
C -5.838140 -1.080462 -0.223262 0.0050 -0.0056 0.0743
C -4.534231 -0.704984 -0.402195 0.0486 -0.0173 -0.0145
H -3.499705 -0.102498 -2.141286 -0.0305 0.1330 -0.0576
H -5.616601 -0.386908 -3.449657 -0.0204 -0.0051 -0.0100
H -7.507636 -1.227591 -1.706433 -0.0138 0.0027 0.0049
H -6.285218 -1.380622 0.709777 -0.0504 -0.0247 -0.0185
H -3.717033 -0.628533 0.295357 -0.0290 -0.1021 -0.0354
N -5.324948 -3.125741 3.094320 0.0619 -0.0690 0.0295
C -6.007114 -3.679968 4.144705 -0.0038 0.0606 0.0015
C -5.929223 -5.040042 4.023742 0.0189 -0.0117 0.0074
C -5.167859 -5.319974 2.855992 0.0273 -0.0132 0.0224
C -4.808684 -4.120408 2.305613 0.0489 0.0783 -0.0214
H -5.221738 -2.143649 2.926326 -0.0625 0.0425 -0.0098
H -6.487576 -3.061013 4.882411 -0.0267 -0.0097 0.0045
H -6.369408 -5.756687 4.695745 -0.0113 -0.0083 0.0017
H -4.915654 -6.291407 2.466061 -0.0097 -0.0114 -0.0078
H -4.235385 -3.886765 1.424679 -0.0514 -0.0155 -0.0501
```
Forces are in eV/Å.